Record 1
DFT (the ωB97M-V functional and the def2-TZVPD basis) results for CHClO3 as an isolated structure in a non-equilibrium geometry.

```
! wB97M-V def2-TZVPD RIJCOSX def2/J DEFGRID3
* xyz 0 1
C 2.10 -1.51 -0.63
O 2.09 -1.66 0.51
O 0.35 0.27 0.08
O 1.13 0.04 -1.14
Cl 2.73 -2.15 -1.98
H 0.94 0.17 0.88
*
```

Its total energy is -724.452468 Ha. The value obtained for the HOMO energy (alpha / beta) is -9.761 / -9.762 eV. The LUMO energy (alpha / beta) is 0.1 / 0.1 eV. The calculation puts the HOMO-LUMO gap (alpha / beta) at 9.8 / 9.8 eV.

Taken from the Löwdin analysis, the atomic charges in e are: -0.79 0.12 -0.13 -0.20 0.90 0.09

Record 2
DFT (the ωB97M-V functional and the def2-TZVPD basis) results for C8H12N4O3 in the gas phase in a non-equilibrium geometry.

```
! wB97M-V def2-TZVPD RIJCOSX def2/J DEFGRID3
* xyz 0 1
C 1.69 0.20 2.29
C 1.65 0.67 0.92
C 0.79 0.04 -1.36
C 1.71 0.81 -2.35
C -0.64 0.57 -1.33
C -1.59 -0.46 -0.68
C -2.90 -0.75 -1.05
C -2.17 -2.09 0.63
H 2.11 1.81 3.47
H 0.62 1.54 2.84
H 0.84 -0.52 2.31
H 2.65 -0.28 2.51
H 0.75 -1.14 0.30
H 0.71 -1.01 -1.91
H -0.75 1.50 -0.83
H -1.17 0.67 -2.33
H -3.57 -0.26 -1.72
H -2.24 -2.87 1.27
H -3.97 -2.40 -0.44
H 1.45 2.24 -1.17
N 1.34 1.10 3.30
N 1.29 -0.29 -0.06
N -1.17 -1.29 0.30
N -3.22 -1.85 -0.21
O 1.58 1.80 0.59
O 2.17 0.24 -3.32
O 2.03 2.04 -1.97
*
```

Its total energy is -756.771192 Ha. The value obtained for the HOMO energy is -9.170 eV. The LUMO energy is 0.5 eV. As for the SMILES: NCC(=O)N[C@@H](Cc1c[nH]cn1)C(=O)O. The calculation puts the HOMO-LUMO gap at 9.6 eV.

Taken from the Löwdin analysis, the atomic charges in e are: -0.25 -0.46 -0.26 -0.48 -0.08 -0.28 0.00 -0.13 0.11 0.04 0.13 0.14 0.13 0.19 0.10 0.14 0.11 0.09 0.11 0.10 0.03 0.08 0.07 0.06 0.09 0.09 0.12

We obtain energy above the lowest of the compared OMol25 structures with the same formula, charge and spin values of 83.9; 44.4 kcal/mol for the records listed above, in that order.